# 1
DFT (ωB97M-V/def2-TZVPD) results for the ion C2H6N5O2 with charge +1 at a distorted geometry.

Computed properties:
Structure (SMILES)   [H]/N=C(\N)O[C@@H](O)N=[N+]=N
Total charge   +1

Each line ends with the natural charge from an NBO analysis.
Element x y z (Å)
C (1.141, 1.621, -0.322)  0.507
C (-0.719, 0.169, -0.224)  0.731
N (2.396, -1.583, -0.072)  -0.269
N (2.193, 0.555, -0.773)  -0.073
N (-1.947, -0.133, -0.801)  -0.807
N (-0.129, -0.387, 0.768)  -0.881
N (2.210, -0.524, -0.394)  0.432
O (0.049, 1.076, -1.001)  -0.484
O (1.046, 1.762, 1.012)  -0.649
H (1.320, 2.596, -0.941)  0.253
H (3.352, -1.931, -0.029)  0.446
H (-2.631, -0.797, -0.441)  0.436
H (-2.177, 0.328, -1.686)  0.427
H (-0.567, -1.028, 1.458)  0.422
H (0.456, 1.040, 1.322)  0.510

# 2
DFT (ωB97M-V/def2-TZVPD) results for a cluster of 6 separate species, C2H17N2O6 in total at a distorted geometry.

Computed properties:
Total charge   +1

Each line ends with the natural charge from an NBO analysis.
Element x y z (Å)
N (1.248, 0.203, -1.810)  -0.728
C (1.577, -0.292, -0.442)  -0.328
C (1.082, -1.756, -0.355)  0.656
N (0.925, -2.296, 0.889)  -0.812
O (0.851, -2.380, -1.370)  -0.619
H (1.856, -0.264, -2.569)  0.444
H (0.249, -0.103, -2.095)  0.479
H (1.280, 1.202, -1.849)  0.467
H (1.114, 0.357, 0.341)  0.239
H (2.649, -0.262, -0.229)  0.256
H (0.982, -1.706, 1.710)  0.419
H (0.643, -3.237, 1.026)  0.418
H (-3.069, -0.638, 0.715)  0.510
H (-1.553, -0.660, 1.138)  0.517
O (-2.186, -0.297, 0.477)  -1.012
H (-1.579, 2.766, 1.464)  0.517
H (-1.562, 1.413, 0.716)  0.509
O (-1.007, 2.021, 1.130)  -0.977
H (-0.560, -0.354, 3.359)  0.503
H (-0.357, 0.661, 2.206)  0.504
O (-0.337, -0.250, 2.430)  -0.990
H (-1.611, -0.538, -1.180)  0.492
H (-1.412, -1.565, -2.263)  0.506
O (-1.304, -0.606, -2.035)  -0.945
H (0.984, 3.544, -0.813)  0.497
H (0.185, 2.438, 0.060)  0.508
O (0.910, 2.598, -0.652)  -1.030

# 3
DFT (ωB97M-V/def2-TZVPD) results for an isolated molecule of C21H26N4O4S2 at a distorted geometry.

Computed properties:
Structure (SMILES)   N#CCCN(Cc1cccnc1)S(=O)(=O)c1ccc(S(=O)(=O)N2CCCCCC2)cc1

Each line ends with the natural charge from an NBO analysis.
Element x y z (Å)
N (-7.327, -1.563, 0.465)  -0.323
C (-6.890, -0.523, 0.654)  0.282
C (-6.331, 0.773, 0.930)  -0.550
H (-6.996, 1.291, 1.626)  0.262
H (-6.274, 1.350, 0.003)  0.268
C (-4.918, 0.680, 1.543)  -0.202
N (-3.886, 0.338, 0.593)  -0.674
S (-3.602, 1.543, -0.564)  2.307
O (-3.997, 2.790, 0.021)  -0.938
O (-4.179, 1.170, -1.823)  -0.939
C (-1.818, 1.505, -0.694)  -0.312
C (-1.225, 1.172, -1.896)  -0.171
C (0.153, 1.046, -1.950)  -0.188
C (0.900, 1.262, -0.807)  -0.299
C (0.307, 1.651, 0.380)  -0.142
C (-1.072, 1.773, 0.438)  -0.194
H (-1.580, 2.057, 1.346)  0.235
H (0.923, 1.829, 1.246)  0.233
S (2.683, 1.008, -0.910)  2.333
O (3.295, 2.268, -1.212)  -0.935
O (2.877, -0.077, -1.832)  -0.949
N (3.062, 0.606, 0.644)  -0.708
C (4.120, 1.338, 1.305)  -0.219
H (4.104, 1.033, 2.355)  0.203
C (5.522, 1.139, 0.708)  -0.419
H (6.255, 1.278, 1.506)  0.202
C (5.728, -0.223, 0.044)  -0.412
C (5.251, -1.415, 0.881)  -0.406
C (3.801, -1.789, 0.575)  -0.416
H (3.555, -2.743, 1.046)  0.209
C (2.789, -0.751, 1.063)  -0.245
H (2.756, -0.751, 2.158)  0.196
H (1.793, -1.008, 0.691)  0.255
H (3.689, -1.901, -0.504)  0.220
H (5.371, -1.202, 1.946)  0.189
H (5.876, -2.281, 0.649)  0.213
H (6.794, -0.328, -0.169)  0.213
H (5.201, -0.234, -0.911)  0.214
H (5.692, 1.908, -0.047)  0.223
H (3.858, 2.397, 1.249)  0.223
H (0.663, 0.757, -2.855)  0.248
H (-1.852, 0.997, -2.757)  0.250
C (-3.944, -0.993, 0.009)  -0.265
C (-2.588, -1.396, -0.493)  -0.086
C (-1.476, -1.349, 0.343)  0.062
N (-0.251, -1.651, -0.046)  -0.446
C (-0.067, -2.039, -1.299)  0.044
C (-1.105, -2.154, -2.210)  -0.260
C (-2.386, -1.819, -1.800)  -0.154
H (-3.221, -1.877, -2.483)  0.225
H (-0.916, -2.488, -3.218)  0.225
H (0.955, -2.257, -1.574)  0.208
H (-1.580, -1.046, 1.377)  0.195
H (-4.666, -1.026, -0.817)  0.223
H (-4.273, -1.689, 0.787)  0.231
H (-4.653, 1.663, 1.935)  0.243
H (-4.899, -0.052, 2.356)  0.216

# 4
DFT (ωB97M-V/def2-TZVPD) results for a structure of composition C32H28Br2CdCl2N6O3.

Each line ends with the Löwdin charge.
Element x y z (Å)
Cd (-0.087, 0.571, 0.378)  1.276
O (2.607, -5.411, -2.467)  -0.026
C (3.152, -4.852, -1.503)  -0.689
O (4.233, -5.032, -0.925)  -0.023
C (2.317, -3.678, -0.912)  -0.066
C (2.799, -2.916, 0.140)  0.060
C (2.052, -1.843, 0.599)  -0.222
N (0.853, -1.549, 0.083)  0.042
C (0.353, -2.312, -0.894)  -0.223
C (1.070, -3.367, -1.433)  0.056
C (-1.018, -1.972, -1.372)  -0.226
C (-1.750, -2.873, -2.140)  0.007
C (-3.017, -2.525, -2.568)  -0.038
C (-3.531, -1.289, -2.210)  -0.039
C (-2.750, -0.457, -1.431)  -0.126
N (-1.522, -0.782, -1.024)  0.040
C (2.538, -0.947, 1.689)  -0.227
C (3.854, -0.980, 2.139)  0.000
C (4.222, -0.138, 3.173)  -0.046
C (3.277, 0.713, 3.724)  -0.048
C (1.998, 0.702, 3.195)  -0.178
N (1.634, -0.111, 2.206)  0.028
H (3.756, -3.200, 0.554)  0.117
H (0.726, -3.976, -2.258)  0.116
H (-1.336, -3.839, -2.387)  0.116
H (-3.596, -3.214, -3.168)  0.115
H (-4.517, -0.971, -2.519)  0.111
H (-3.119, 0.509, -1.118)  0.062
H (4.576, -1.642, 1.685)  0.114
H (5.239, -0.144, 3.542)  0.113
H (3.525, 1.387, 4.531)  0.108
H (1.235, 1.379, 3.557)  0.069
Br (-5.263, 3.825, 1.522)  0.845
C (-4.334, 2.413, 2.375)  -0.550
C (-4.872, 2.070, 3.637)  -0.179
C (-4.408, 1.004, 4.331)  -0.614
Br (-5.205, 0.584, 5.992)  0.811
C (-3.354, 0.210, 3.811)  -0.174
C (-2.868, -0.951, 4.449)  -0.021
C (-1.865, -1.669, 3.872)  -0.022
C (-1.312, -1.195, 2.673)  -0.131
N (-1.727, -0.113, 2.059)  0.055
C (-2.767, 0.590, 2.582)  -0.128
C (-3.281, 1.714, 1.842)  -0.232
O (-2.684, 1.881, 0.628)  -0.223
H (-5.686, 2.664, 4.026)  0.091
H (-3.310, -1.260, 5.386)  0.080
H (-1.478, -2.571, 4.323)  0.115
H (-0.482, -1.716, 2.211)  0.087
Cl (0.291, 2.806, 1.347)  -0.096
C (-2.556, 3.120, -0.019)  -0.660
Cl (-3.624, 3.194, -1.454)  0.577
H (-1.539, 3.185, -0.386)  -0.007
H (-2.772, 3.959, 0.631)  0.049
C (2.424, 0.621, -1.731)  -0.153
C (3.256, 1.050, -2.966)  -0.143
N (2.460, 1.897, -3.850)  -0.161
C (2.031, 3.080, -3.110)  -0.151
C (1.190, 2.674, -1.876)  -0.202
N (1.061, 1.200, -1.804)  -0.218
C (0.428, 0.728, -3.053)  -0.156
C (1.275, 1.158, -4.278)  -0.147
H (2.879, 0.963, -0.797)  0.117
H (2.335, -0.463, -1.687)  0.098
H (3.585, 0.176, -3.530)  0.122
H (4.147, 1.605, -2.667)  0.118
H (1.457, 3.717, -3.786)  0.117
H (2.919, 3.638, -2.808)  0.118
H (0.183, 3.094, -1.925)  0.099
H (1.632, 3.017, -0.944)  0.051
H (-0.584, 1.136, -3.093)  0.112
H (0.348, -0.358, -3.001)  0.102
H (0.698, 1.798, -4.948)  0.117
H (1.599, 0.287, -4.850)  0.120

# 5
DFT (ωB97M-V/def2-TZVPD) results for the ion C5H15N2 with charge +1 at a distorted geometry.

Computed properties:
Structure (SMILES)   NCCCCC[NH3+]
Total charge   +1

Each line ends with the natural charge from an NBO analysis.
Element x y z (Å)
C (-0.777, -1.371, -1.048)  -0.202
C (-1.101, -0.477, 0.137)  -0.398
C (-0.484, 0.879, -0.180)  -0.470
C (1.031, 0.886, -0.251)  -0.425
C (1.704, 0.365, 1.030)  -0.228
N (0.892, 0.769, 2.314)  -0.747
N (-1.407, -1.095, -2.298)  -0.869
H (-0.933, -2.390, -0.716)  0.191
H (0.304, -1.086, -1.110)  0.167
H (-0.635, -0.833, 1.031)  0.140
H (-2.146, -0.604, 0.396)  0.235
H (-0.790, 1.177, -1.210)  0.263
H (-1.028, 1.695, 0.351)  0.227
H (1.421, 1.968, -0.373)  0.228
H (1.483, 0.447, -1.071)  0.247
H (2.475, 1.042, 1.016)  0.225
H (2.138, -0.742, 1.103)  0.256
H (1.494, 0.609, 3.192)  0.452
H (0.055, 0.036, 2.405)  0.471
H (0.644, 1.827, 2.395)  0.469
H (-2.194, -1.650, -2.473)  0.376
H (-0.924, -0.906, -3.179)  0.393

# 6
DFT (ωB97M-V/def2-TZVPD) results for a cluster of 11 separate species, C44H77N11 in total at a distorted geometry.

Computed properties:
Structure (SMILES)   CCCC#N.CCCC#N.CCCC#N.CCCC#N.CCCC#N.CCCC#N.CCCC#N.CCCC#N.CCCC#N.CCCC#N.CCCC#N

Each line ends with the Löwdin charge.
Element x y z (Å)
C (-5.121, -14.456, 2.446)  -0.098
C (-4.043, -15.157, 3.339)  -0.220
C (-4.239, -14.784, 4.830)  -0.209
C (-5.472, -15.220, 5.435)  -0.256
N (-6.453, -15.616, 5.939)  0.135
H (-6.148, -14.557, 2.797)  0.071
H (-5.155, -15.075, 1.550)  0.063
H (-4.804, -13.497, 2.036)  0.072
H (-3.106, -14.748, 2.961)  0.100
H (-3.938, -16.239, 3.269)  0.106
H (-4.131, -13.714, 5.010)  0.119
H (-3.563, -15.197, 5.579)  0.118
C (-8.240, -11.607, 14.504)  -0.112
C (-7.365, -12.600, 15.222)  -0.271
C (-6.093, -12.059, 15.944)  -0.172
C (-6.175, -10.974, 16.976)  -0.221
N (-6.285, -10.151, 17.827)  0.116
H (-8.914, -12.158, 13.849)  0.082
H (-7.548, -10.925, 14.009)  0.073
H (-8.655, -10.994, 15.304)  0.078
H (-7.073, -13.402, 14.544)  0.104
H (-8.061, -13.088, 15.904)  0.104
H (-5.459, -11.517, 15.243)  0.110
H (-5.476, -12.764, 16.501)  0.110
C (0.688, -12.584, 14.291)  -0.110
C (0.459, -12.888, 15.761)  -0.264
C (1.715, -12.648, 16.631)  -0.195
C (1.982, -11.250, 16.992)  -0.215
N (2.159, -10.122, 17.293)  0.128
H (1.550, -11.933, 14.145)  0.072
H (-0.230, -12.297, 13.779)  0.078
H (0.989, -13.572, 13.942)  0.070
H (0.287, -13.961, 15.674)  0.096
H (-0.491, -12.506, 16.137)  0.110
H (2.616, -13.020, 16.141)  0.116
H (1.649, -13.280, 17.516)  0.113
C (-7.196, -8.749, -2.020)  -0.109
C (-7.927, -7.811, -1.063)  -0.267
C (-8.182, -8.415, 0.272)  -0.222
C (-8.954, -9.624, 0.258)  -0.247
N (-9.573, -10.604, 0.225)  0.148
H (-7.642, -9.731, -2.180)  0.075
H (-6.164, -8.876, -1.695)  0.072
H (-7.161, -8.359, -3.037)  0.070
H (-8.841, -7.602, -1.619)  0.114
H (-7.443, -6.851, -0.888)  0.112
H (-8.863, -7.736, 0.784)  0.124
H (-7.287, -8.561, 0.876)  0.129
C (-1.583, -3.151, 2.069)  -0.122
C (-2.817, -4.002, 1.926)  -0.266
C (-2.566, -5.417, 1.415)  -0.203
C (-1.619, -6.223, 2.176)  -0.234
N (-0.774, -6.774, 2.732)  0.144
H (-0.915, -3.429, 2.885)  0.079
H (-1.843, -2.136, 2.371)  0.069
H (-1.111, -2.970, 1.104)  0.079
H (-3.506, -3.500, 1.247)  0.111
H (-3.240, -4.068, 2.929)  0.112
H (-2.331, -5.389, 0.351)  0.121
H (-3.491, -5.989, 1.486)  0.110
C (-10.975, -11.918, 6.686)  -0.112
C (-12.142, -10.921, 6.506)  -0.261
C (-11.613, -9.461, 6.295)  -0.179
C (-12.753, -8.519, 6.040)  -0.211
N (-13.714, -7.884, 5.837)  0.122
H (-10.510, -11.604, 7.621)  0.065
H (-10.218, -11.809, 5.909)  0.068
H (-11.189, -12.986, 6.743)  0.073
H (-12.754, -10.997, 7.405)  0.107
H (-12.716, -11.206, 5.625)  0.104
H (-11.017, -9.500, 5.384)  0.112
H (-11.067, -9.300, 7.225)  0.111
C (-12.486, -1.167, 5.359)  -0.098
C (-11.278, -0.501, 4.642)  -0.242
C (-10.500, -1.460, 3.712)  -0.198
C (-9.875, -2.618, 4.372)  -0.242
N (-9.372, -3.506, 4.902)  0.135
H (-12.058, -2.049, 5.836)  0.064
H (-13.295, -1.543, 4.734)  0.073
H (-12.873, -0.456, 6.089)  0.071
H (-10.557, -0.181, 5.395)  0.106
H (-11.642, 0.351, 4.068)  0.102
H (-9.717, -0.959, 3.144)  0.112
H (-11.166, -1.884, 2.961)  0.115
C (-4.780, -8.509, 6.905)  -0.108
C (-5.823, -9.199, 7.768)  -0.268
C (-5.353, -10.251, 8.825)  -0.172
C (-4.541, -9.765, 9.965)  -0.229
N (-3.958, -9.328, 10.831)  0.134
H (-5.162, -7.800, 6.170)  0.074
H (-4.203, -9.327, 6.473)  0.074
H (-4.157, -7.924, 7.581)  0.071
H (-6.556, -9.695, 7.132)  0.099
H (-6.446, -8.412, 8.194)  0.105
H (-4.971, -11.160, 8.360)  0.113
H (-6.269, -10.678, 9.232)  0.108
C (-0.936, -20.878, 9.690)  -0.114
C (-1.678, -19.533, 9.568)  -0.248
C (-2.111, -18.878, 10.939)  -0.187
C (-2.763, -17.620, 10.701)  -0.247
N (-3.263, -16.547, 10.567)  0.129
H (-1.669, -21.588, 10.071)  0.067
H (-0.094, -20.745, 10.370)  0.076
H (-0.732, -21.248, 8.685)  0.073
H (-2.605, -19.665, 9.009)  0.105
H (-0.972, -18.973, 8.955)  0.106
H (-1.242, -18.480, 11.462)  0.116
H (-2.544, -19.598, 11.633)  0.124
C (0.454, -4.373, 15.153)  -0.095
C (-0.733, -4.972, 14.352)  -0.232
C (-2.136, -4.443, 14.736)  -0.191
C (-2.386, -4.197, 16.156)  -0.261
N (-2.614, -4.002, 17.253)  0.146
H (0.114, -3.622, 15.866)  0.065
H (1.172, -4.037, 14.405)  0.065
H (0.924, -5.149, 15.757)  0.072
H (-0.788, -6.000, 14.708)  0.098
H (-0.543, -5.040, 13.280)  0.103
H (-3.010, -5.022, 14.437)  0.116
H (-2.332, -3.460, 14.308)  0.114
C (4.263, -9.436, 10.306)  -0.112
C (3.414, -8.358, 9.571)  -0.215
C (1.996, -8.867, 9.047)  -0.182
C (1.875, -10.164, 8.359)  -0.225
N (1.752, -11.234, 7.892)  0.124
H (5.202, -9.135, 10.771)  0.066
H (4.495, -10.207, 9.572)  0.065
H (3.775, -9.930, 11.146)  0.067
H (4.020, -7.945, 8.764)  0.098
H (3.170, -7.553, 10.264)  0.095
H (1.483, -8.081, 8.491)  0.108
H (1.320, -8.939, 9.899)  0.111

no.,Kohn-Sham gap (eV),HOMO level (hartree)
1,8.670,-0.524
2,10.932,-0.506
3,9.402,-0.347
4,6.984,-0.292
5,8.176,-0.440
6,10.846,-0.404